Formula: C3H4N6
Source: the OMol25 dataset
Level of theory: ωB97M-V with the def2-TZVPD basis set

```
13
Properties=species:S:1:pos:R:3:forces:R:3
C 1.4139 0.0840 -0.2925 -1.751 0.349 2.079
C -0.5175 -1.1240 -0.6418 -3.609 0.558 0.617
C -1.5918 -0.0511 -0.0469 3.239 -2.270 0.336
H 2.2169 -0.8847 1.0793 0.987 -0.193 -0.130
H 2.5739 0.7178 0.9791 1.060 -0.529 -0.048
H -1.0715 -2.0021 -1.0499 0.667 0.373 0.541
H -3.0879 0.5327 0.6665 -0.362 -1.421 0.149
N 2.5407 -0.1552 0.4347 0.270 -0.054 1.306
N 0.7337 -1.1073 -0.6176 0.739 1.032 -1.636
N -2.7053 -0.4215 0.4184 -0.504 0.836 -0.086
N -1.3033 1.2815 -0.0135 3.276 3.744 -4.998
N -0.2429 1.8089 -0.7136 -1.574 -2.033 5.125
N 1.0411 1.3211 -0.2022 -2.438 -0.393 -3.255
```
Forces are in eV/Å.

Calculated values
Total energy, a.u.: -445.06024
Energy relative to the best compared isomer or geometry (same formula, charge and spin), kJ/mol: 393.6
LUMO, eV: -1.840
E_HOMO, eV: -9.567
Strongest force on any atom, eV Å⁻¹: 7.05
Structure (SMILES): [H]/N=c1/cnc(N)nnn1
HOMO-LUMO gap, eV: 7.73